Molecular formula: C25H49N5O9
Method: DFT, the ωB97M-V functional and the def2-TZVPD basis

Summary:
Orbital gap (eV): 9.47
Calculated total energy (eV): -52589.92456
Energy above the lowest of the compared OMol25 structures with the same formula, charge and spin (kcal per mole): 0.0
Highest occupied orbital energy (Ha): -0.345
Charge: 0
Max |F| (eV/A): 6.87

Structure (XYZ):
```
88
Properties=species:S:1:pos:R:3:forces:R:3
C 0.71740 0.86978 -3.25855 0.4 0.4 0.7
O 0.31433 1.42468 -4.48028 0.3 0.7 -0.3
C -0.41510 0.60908 -5.32868 -1.1 -0.4 -0.1
C 0.35181 -0.50134 -6.07850 -1.3 1.4 0.9
O 0.49872 -1.63271 -5.25559 0.9 -0.3 0.5
C 0.29996 -2.82727 -5.97552 0.4 -0.3 -0.8
C 0.67244 -4.15022 -5.33974 0.0 -0.8 2.1
O 2.05616 -4.57646 -5.16649 -0.7 0.8 -1.1
C 2.91944 -3.48469 -4.94334 -0.1 0.1 0.0
H 1.69726 0.39873 -3.33654 0.0 -0.5 -0.2
H -0.00840 0.21210 -2.78025 -0.1 -0.2 -0.4
H 0.85834 1.70015 -2.56666 -0.1 0.1 0.0
H -0.99626 1.21921 -6.02013 0.9 0.6 -0.6
H -1.30197 0.26322 -4.79771 0.2 -1.2 0.5
H 1.29780 -0.05435 -6.38411 0.3 -0.3 -0.2
H -0.28273 -0.69551 -6.94324 0.2 -0.4 -0.3
H 0.88685 -2.83895 -6.89396 0.0 0.5 -0.5
H -0.75951 -2.79127 -6.22913 -0.2 -0.8 -0.3
H 0.17038 -4.96444 -5.86232 0.2 0.2 -0.4
H 0.27536 -4.23903 -4.32853 -0.4 0.4 0.2
H 2.82640 -2.74771 -5.74103 0.3 0.0 -0.2
H 3.93905 -3.86489 -4.88051 -0.1 0.0 0.0
H 2.65918 -2.94782 -4.03113 0.0 0.0 0.3
C 2.10426 -1.92000 -0.70761 0.0 0.9 0.9
O 1.74185 -2.09717 0.69460 0.0 -0.7 -0.5
C 2.22945 -3.30302 1.34118 0.0 0.3 -0.4
C 1.67554 -3.53879 2.75570 -1.6 0.7 0.1
O 0.23812 -3.59205 2.72835 0.9 0.5 -2.5
C -0.47927 -4.04167 3.82211 0.5 -0.6 -1.3
C -0.55970 -3.05489 4.89606 0.1 0.1 1.1
O -1.27692 -1.87716 4.59994 -0.4 0.0 1.4
C -1.71044 -1.21289 5.83875 0.1 0.2 -1.4
H 1.79335 -0.93412 -1.05326 -0.4 0.4 0.7
H 1.60516 -2.52630 -1.46352 0.2 -1.0 0.5
H 3.18590 -1.83550 -0.81250 0.2 -0.8 -0.1
H 3.31685 -3.26254 1.40458 0.3 0.3 0.3
H 2.06457 -4.19707 0.73986 -0.6 0.0 -0.2
H 1.93363 -2.75732 3.47040 0.5 0.3 -0.2
H 2.05347 -4.47205 3.17320 0.3 -0.3 -0.2
H 0.02591 -4.93458 4.19034 -0.1 -0.3 0.5
H -1.45033 -4.34886 3.43382 -0.2 0.1 0.1
H 0.46697 -2.83161 5.18624 0.2 0.3 0.3
H -0.98214 -3.68413 5.67945 -0.5 0.6 0.8
H -0.90202 -0.71751 6.37648 0.4 -0.4 0.0
H -2.24570 -1.90176 6.49226 0.0 0.0 -0.1
H -2.35434 -0.38896 5.53113 -0.2 -0.3 0.0
C 2.53880 4.11414 3.34798 0.0 0.9 0.1
O 1.71179 5.23330 3.03625 -0.4 0.5 0.0
C 0.48882 5.09833 2.57030 -1.0 -0.9 -2.3
O -0.10102 4.07227 2.24661 0.8 0.9 1.3
O 0.05841 6.32727 2.27326 -0.9 0.8 0.4
C -1.30691 6.53976 1.80976 0.3 -0.8 -0.3
H 3.10128 3.81312 2.46417 -0.4 -0.4 -0.1
H 1.93792 3.33880 3.82326 0.4 -0.1 -0.1
H 3.23420 4.64609 3.99724 0.2 -0.9 0.4
H -1.31070 7.39936 1.13956 0.3 0.0 0.2
H -2.01459 6.70288 2.62259 0.4 0.1 0.3
H -1.65337 5.66792 1.25482 0.2 0.0 0.0
C 5.34541 2.85686 -0.67572 -1.6 1.5 0.8
C 3.85133 2.58385 -0.60426 2.7 0.2 -0.3
N 2.71475 2.48463 -0.57182 -0.8 -0.2 0.1
H 5.41439 3.91585 -0.42695 -0.3 0.5 -0.4
H 5.77014 2.79417 -1.67761 0.0 -0.7 0.4
H 5.90507 2.54890 0.20748 0.0 -1.3 -0.6
C -4.40833 1.92686 -2.75549 -0.8 -1.1 -0.3
C -4.76885 0.64591 -3.37274 0.3 -1.7 -1.8
N -5.08784 -0.33209 -3.91646 0.5 1.5 1.0
H -3.36860 1.96584 -2.43063 -0.2 -0.1 0.2
H -5.14807 1.85053 -1.95859 0.4 1.2 0.6
H -4.64470 2.70705 -3.47904 0.0 0.1 0.3
C 0.37757 0.75151 1.39706 -1.2 -0.4 -0.9
C -0.56794 0.77808 0.24670 -2.0 1.1 -2.1
N -1.30407 0.82823 -0.67566 2.2 -0.3 2.9
H 1.34980 0.69266 0.90777 0.2 -0.3 0.7
H 0.01926 -0.12085 1.94359 0.9 -0.4 0.1
H 0.31179 1.59367 2.08593 -0.2 0.4 -0.6
C -3.00739 2.49061 3.20986 0.1 0.3 -0.8
C -3.34352 2.17550 4.57295 -1.1 -0.2 3.8
N -3.61018 1.96767 5.70034 0.8 0.5 -3.2
H -2.73435 3.53360 3.04951 0.4 0.0 0.5
H -3.86048 2.40352 2.53698 0.0 -0.7 0.1
H -2.17064 1.85157 2.92776 -0.1 0.1 -0.4
C -3.09241 -1.20082 1.72228 -0.5 -1.2 -0.2
C -4.20659 -1.97119 2.31616 4.7 4.2 -2.8
N -5.08830 -2.44800 2.77888 -4.9 -3.1 2.7
H -2.80648 -0.34680 2.33629 0.3 -0.5 0.2
H -3.29942 -0.81684 0.72338 -0.4 -0.2 0.1
H -2.37673 -2.01390 1.60064 1.0 0.7 0.1
```
Positions in Å, forces in eV/Å.